This record from OMol25 describes a molecular structure, C4H7LuO2 in a non-equilibrium geometry. The level of theory is ωB97M-V/def2-TZVPD.

Each line ends with the Mulliken charge.
Positions of all 14 atoms, in Å:
1 Lu -0.2643 1.6192 -0.3085  1.88
2 O -2.2418 0.9041 -0.0320  -0.57
3 O 3.3215 1.2318 -0.3942  -0.37
4 C -2.9524 -0.1969 0.0763  0.33
5 C -2.5108 -1.4582 -0.1517  -0.70
6 C 2.4740 0.4470 -1.0276  0.21
7 C 1.4349 -0.1674 -0.3697  -1.34
8 H 2.5946 0.3787 -2.1130  0.42
9 H 3.4209 2.0918 -0.8211  0.40
10 H -4.0392 -0.0277 0.1471  0.31
11 H -3.0862 -2.2941 0.2490  0.27
12 H -1.8151 -1.6422 -0.9766  0.16
13 H 1.5359 -0.3460 0.7069  0.53
14 H 0.9338 -0.7440 -1.2031  0.47

Summary:
* HOMO (spin up / spin down): -15.659 / -15.661 eV
* DFT total energy: -1541.82080 hartree
* total charge: +2

This record from OMol25 describes a molecular structure, C27H35BF6N4O8PS4Si2 in a non-equilibrium geometry. The level of theory is ωB97M-V/def2-TZVPD.

Each line ends with the Mulliken charge.
Positions of all 88 atoms, in Å:
1 S 2.1629 0.7343 0.4304  -0.16
2 S 6.7364 -8.0355 -4.6771  1.00
3 S 4.4998 -6.6116 -4.1919  0.90
4 S 3.2523 0.1784 -2.2831  -0.24
5 P -0.1662 5.4159 2.8535  -0.29
6 Si -4.4896 4.1897 1.4522  0.29
7 Si -1.8536 3.9321 2.5234  0.00
8 F 8.1366 -6.9476 -6.6420  -0.24
9 F 5.0653 -4.0514 -3.8069  -0.25
10 F 8.8787 -6.4818 -4.6743  -0.24
11 F 4.3354 -4.4963 -5.7792  -0.26
12 F 9.2038 -8.4458 -5.5109  -0.22
13 F 2.9693 -4.4710 -4.1062  -0.17
14 O 0.7484 4.9300 4.1679  -0.47
15 O 3.5226 -7.2767 -5.0073  -0.67
16 O 7.0978 -8.5034 -3.3686  -0.65
17 O 6.2630 -9.0378 -5.5893  -0.65
18 O -5.9960 2.5988 3.3343  -0.67
19 O -4.9314 1.1861 1.7399  -0.33
20 O 4.3418 -6.7784 -2.7724  -0.58
21 O -3.2147 4.8843 2.2922  -0.77
22 N -3.1479 4.8644 -0.8775  -0.34
23 N 1.3745 -1.3618 -1.2864  0.56
24 N 0.8956 5.2430 1.4709  -0.40
25 N 5.9878 -6.6392 -4.7306  -0.28
26 C -0.0482 2.1027 1.3385  -0.18
27 C 2.2334 -0.2344 -1.0994  -0.01
28 C -0.1915 -1.4666 0.6443  0.23
29 C -2.4387 -0.7659 0.3182  -0.17
30 C 8.3153 -7.4508 -5.4114  0.66
31 C -1.4554 -1.2548 1.1449  -0.89
32 C 2.0815 -4.9831 -1.2931  -0.70
33 C 3.1371 -5.1113 -0.4166  -0.44
34 C 4.2029 -4.8221 -4.4843  0.67
35 C 3.5957 -3.9797 0.2179  -0.96
36 C 0.0700 -1.1942 -0.6810  -0.77
37 C -2.9637 4.8190 5.3994  -1.24
38 C -2.9261 3.2909 5.1598  -0.50
39 C -0.9258 -0.7158 -1.4931  0.02
40 C -1.3478 2.9079 1.0271  -0.57
41 C -1.8982 2.8326 4.0752  0.77
42 C 1.5201 -3.7641 -1.5546  -0.16
43 C -2.9801 4.6974 -2.1914  -0.52
44 C 0.8351 1.9756 0.0915  -0.95
45 C -4.6532 3.0205 -2.5268  -0.59
46 C -4.1341 4.0640 -0.4256  0.76
47 C 3.0229 -2.7618 -0.0471  0.48
48 C -2.1308 1.3109 3.7903  -1.04
49 C -2.1988 -0.4880 -1.0055  -0.63
50 C -4.8980 3.1824 -1.1633  -0.38
51 C -3.6429 3.8291 -3.0317  -0.33
52 C 1.9898 -2.6217 -0.9467  -0.33
53 B -5.1757 2.4742 2.2317  0.70
54 H -3.7732 5.2491 4.8053  0.22
55 H 0.6930 -3.7138 -2.2591  0.43
56 H -3.9103 2.8498 4.9811  -0.03
57 H -5.2173 2.3176 -3.1301  0.46
58 H -1.6739 -1.4543 2.1896  0.41
59 H -5.6170 5.1502 1.5539  -0.35
60 H 0.5183 2.6174 2.1277  0.15
61 H 1.7068 -5.8667 -1.8018  0.36
62 H -2.9940 0.9827 4.3867  0.45
63 H -5.8093 1.8855 3.9625  0.32
64 H 0.2573 1.5935 -0.7523  0.30
65 H 1.8536 5.1222 1.7875  0.24
66 H 3.6140 -6.0650 -0.2214  0.40
67 H -3.3736 3.7833 -4.0822  0.39
68 H 1.3208 2.9322 -0.1101  0.77
69 H -0.9204 2.9086 4.5692  0.56
70 H -3.4383 -0.6129 0.7202  0.21
71 H -0.3329 1.0897 1.6325  -0.03
72 H -2.3556 1.0655 2.7483  -0.05
73 H 3.4132 -1.8917 0.4819  0.37
74 H -3.2359 4.9787 6.4514  0.45
75 H 4.4273 -4.0670 0.9109  0.37
76 H -2.2166 5.3354 -2.6471  0.35
77 H 0.8247 6.0878 0.9165  0.27
78 H -1.9977 5.3075 5.2444  0.22
79 H -5.7660 0.8814 1.3549  0.22
80 H -2.1021 2.1926 0.6707  0.55
81 H -1.0763 3.6199 0.2362  0.55
82 H 0.5982 -1.8284 1.2961  0.43
83 H -1.2858 0.7039 4.1325  0.21
84 H 1.1208 4.0530 3.9880  0.35
85 H -0.6951 -0.4810 -2.5301  0.44
86 H -5.6884 2.6128 -0.6794  0.20
87 H -2.5693 2.8413 6.1002  0.54
88 H -2.9662 -0.0920 -1.6629  0.46

Summary:
* HOMO: -6.396 eV
* DFT total energy: -5008.17048 hartree
* total charge: -1

Repeat the first record exactly.
This record from OMol25 describes a molecular structure, C4H7LuO2 in a non-equilibrium geometry. The level of theory is ωB97M-V/def2-TZVPD.

Each line ends with the Mulliken charge.
Positions of all 14 atoms, in Å:
1 Lu -0.2643 1.6192 -0.3085  1.88
2 O -2.2418 0.9041 -0.0320  -0.57
3 O 3.3215 1.2318 -0.3942  -0.37
4 C -2.9524 -0.1969 0.0763  0.33
5 C -2.5108 -1.4582 -0.1517  -0.70
6 C 2.4740 0.4470 -1.0276  0.21
7 C 1.4349 -0.1674 -0.3697  -1.34
8 H 2.5946 0.3787 -2.1130  0.42
9 H 3.4209 2.0918 -0.8211  0.40
10 H -4.0392 -0.0277 0.1471  0.31
11 H -3.0862 -2.2941 0.2490  0.27
12 H -1.8151 -1.6422 -0.9766  0.16
13 H 1.5359 -0.3460 0.7069  0.53
14 H 0.9338 -0.7440 -1.2031  0.47

Summary:
* HOMO (spin up / spin down): -15.659 / -15.661 eV
* DFT total energy: -1541.82080 hartree
* total charge: +2

Question: DFT total energy of number 1 (C4H7LuO2)?
Answer: -1541.82080 hartree

Question: Which of these has the highest DFT total energy?
Answer: C4H7LuO2